Model a:
Molecular formula: C2H10NO3
Method: DFT, ωB97M-V/def2-TZVPD

Atoms and positions in Å:
C 0.99 2.31 -2.16
N 1.15 1.04 -1.46
C -0.04 0.21 -1.47
O 0.11 -1.04 -0.95
H 0.16 2.87 -1.75
H 1.97 2.79 -2.12
H 0.77 2.12 -3.23
H 1.88 0.50 -1.89
H -0.85 0.77 -0.95
H -0.34 0.08 -2.55
H -1.22 -1.71 4.17
H -0.53 -0.74 3.20
O -0.91 -0.82 4.10
H -0.52 -1.21 0.19
H -1.27 -2.21 1.44
O -0.93 -1.33 1.24

Orbital gap (eV): 7.782
Net charge: -1
Molecular weight (g/mol): 96.11
LUMO energy (eV): 4.088
Spin multiplicity: 1



Model b:
Molecular formula: C2H10NO3
Method: DFT, ωB97M-V/def2-TZVPD

Atoms and positions in Å:
C -0.17 2.01 0.43
N 0.97 1.56 -0.40
C 1.26 0.11 -0.39
O 0.24 -0.74 -0.77
H -1.19 1.87 0.08
H 0.06 3.05 0.73
H -0.05 1.42 1.34
H 0.75 1.87 -1.34
H 1.50 -0.18 0.65
H 2.14 0.05 -1.06
H -2.14 -0.77 0.96
H -0.65 -0.85 0.31
O -1.23 -0.89 1.24
H -0.07 -2.29 -1.02
H -1.00 -3.00 -0.03
O -0.40 -3.22 -0.75

Orbital gap (eV): 8.402
Net charge: -1
Molecular weight (g/mol): 96.11
LUMO energy (eV): 4.169
Spin multiplicity: 1



Short version: model b is the most stable of them.



Model a:
Molecular formula: CH5BrN2
Method: DFT, ωB97M-V/def2-TZVPD

Atoms and positions in Å:
C -0.98 -0.40 -0.75
N -0.20 -1.29 -0.36
Br -0.53 -3.04 -0.19
H -0.56 0.68 -0.74
H -2.06 -0.56 -1.07
N 1.02 1.56 0.59
H 0.66 0.61 0.62
H 1.87 1.66 0.03
H 1.30 1.95 1.49

SMILES: C=NBr.N
Orbital gap (eV): 10.271
Net charge: 0
Molecular weight (g/mol): 124.97
LUMO energy (eV): 0.795
Spin multiplicity: 1



Model b:
Molecular formula: CH5BrN2
Method: DFT, ωB97M-V/def2-TZVPD

Atoms and positions in Å:
C -1.20 1.36 -0.69
N -1.49 0.17 -0.83
Br -1.92 -0.98 0.71
H -1.18 1.92 -1.59
H -0.90 1.94 0.24
N 1.54 -1.12 0.30
H 1.56 -0.27 0.83
H 1.04 -1.76 0.80
H 2.55 -1.26 0.24

SMILES: C=NBr.N
Orbital gap (eV): 9.892
Net charge: 0
Molecular weight (g/mol): 124.97
LUMO energy (eV): 0.070
Spin multiplicity: 1



Short version: model a is the most stable of them.